DFT (ωB97M-V/def2-TZVPD) results for a cluster of 8 separate species, C42H108N8O13 in total.

Each atom is followed by the atoms it is bonded to, with distances in Å.
Cartesian coordinates (Å):
1 C -0.2488 -2.0845 0.8761  O2 1.405, H7 1.092, H8 1.090, H9 1.098
2 O -1.4276 -1.8869 0.1378  C1 1.405, C3 1.405
3 C -2.1950 -0.7754 0.5249  O2 1.405, C4 1.537, H10 1.092, H11 1.100
4 C -2.1017 0.4598 -0.3850  C3 1.537, C5 1.532, N6 1.479, H12 1.093
5 C -0.6767 0.7355 -0.8746  C4 1.532, H13 1.093, H14 1.089, H15 1.092
6 N -2.5501 1.6894 0.3049  C4 1.479, H16 1.018, H17 1.017
7 H 0.5320 -1.3438 0.6889  C1 1.092
8 H 0.1458 -3.0576 0.5845  C1 1.090
9 H -0.3795 -2.0647 1.9662  C1 1.098
10 H -3.2369 -1.0707 0.6628  C3 1.092
11 H -1.9105 -0.4132 1.5239  C3 1.100
12 H -2.7339 0.3051 -1.2630  C4 1.093
13 H 0.0427 0.9966 -0.0948  C5 1.093
14 H -0.7327 1.5980 -1.5373  C5 1.089
15 H -0.2645 -0.1386 -1.3830  C5 1.092
16 H -3.3711 2.0602 -0.1698  N6 1.018
17 H -2.9885 1.4215 1.1822  N6 1.017
18 C 0.1190 -8.6217 0.4237  O19 1.400, H24 1.087, H25 1.098, H26 1.101
19 O -0.7958 -7.5885 0.6570  C18 1.400, C20 1.409
20 C -0.7097 -6.5147 -0.2518  O19 1.409, C21 1.540, H27 1.096, H28 1.097
21 C -1.9908 -5.6764 -0.0833  C20 1.540, C22 1.532, N23 1.462, H29 1.096
22 C -2.3715 -5.0812 1.2762  C21 1.532, H30 1.088, H31 1.098, H32 1.090
23 N -3.1577 -6.4081 -0.5742  C21 1.462, H33 1.013, H34 1.011
24 H -0.0233 -9.3706 1.1981  C18 1.087
25 H 1.1558 -8.2689 0.3427  C18 1.098
26 H -0.0232 -9.1244 -0.5456  C18 1.101
27 H 0.2319 -5.9901 -0.0545  C20 1.096
28 H -0.7631 -6.8209 -1.3044  C20 1.097
29 H -1.8923 -4.8468 -0.7922  C21 1.096
30 H -1.7562 -4.2579 1.6334  C22 1.088
31 H -2.2821 -5.8815 2.0224  C22 1.098
32 H -3.4337 -4.8477 1.3444  C22 1.090
33 H -2.9634 -7.2168 -1.1526  N23 1.013
34 H -3.8129 -6.7620 0.1093  N23 1.011
35 C -6.9456 1.2915 0.6551  O36 1.423, H41 1.092, H42 1.086, H43 1.093
36 O -5.6985 1.6057 1.2631  C35 1.423, C37 1.421
37 C -5.1780 0.6882 2.2152  O36 1.421, C38 1.543, H44 1.098, H45 1.083
38 C -5.9940 0.8349 3.5170  C37 1.543, C39 1.532, N40 1.449, H46 1.089
39 C -5.8460 2.2607 4.0572  C38 1.532, H47 1.094, H48 1.094, H49 1.092
40 N -5.4550 -0.0395 4.5394  C38 1.449, H50 1.013, H51 1.016
41 H -6.8613 0.2667 0.2881  C35 1.092
42 H -7.1293 2.0337 -0.1161  C35 1.086
43 H -7.7555 1.3963 1.3821  C35 1.093
44 H -5.2890 -0.3396 1.8453  C37 1.098
45 H -4.1302 0.9270 2.3498  C37 1.083
46 H -7.0600 0.7372 3.3198  C38 1.089
47 H -4.8339 2.4922 4.4006  C39 1.094
48 H -6.5193 2.3908 4.9096  C39 1.094
49 H -6.1218 3.1040 3.4209  C39 1.092
50 H -5.3177 -0.9860 4.2049  N40 1.013
51 H -4.5198 0.1972 4.8571  N40 1.016
52 C 2.8168 -4.8778 -0.7693  O53 1.413, H61 1.086, H62 1.092, H63 1.097
53 O 4.2061 -5.0224 -0.9831  C52 1.413, C54 1.401
54 C 4.5118 -5.2081 -2.3373  O53 1.401, C55 1.524, H64 1.099, H65 1.102
55 C 6.0102 -5.4002 -2.5358  C54 1.524, N56 1.487, H66 1.098, H67 1.086
56 N 6.5805 -6.4999 -1.7136  C55 1.487, C57 1.470, H68 1.017
57 C 6.2529 -7.8171 -2.2770  N56 1.470, C58 1.520, H69 1.094, H70 1.094
58 C 6.7356 -8.0348 -3.7017  C57 1.520, O59 1.419, H71 1.100, H72 1.097
59 O 5.7318 -7.6296 -4.6188  C58 1.419, C60 1.435
60 C 6.1979 -7.8229 -5.9617  O59 1.435, H73 1.089, H74 1.091, H75 1.090
61 H 2.7122 -4.4392 0.2188  C52 1.086
62 H 2.2409 -5.7943 -0.9160  C52 1.092
63 H 2.3194 -4.1833 -1.4569  C52 1.097
64 H 4.1840 -4.4636 -3.0756  C54 1.099
65 H 4.0223 -6.0988 -2.7640  C54 1.102
66 H 6.4227 -4.4566 -2.1545  C55 1.098
67 H 6.2993 -5.4847 -3.5791  C55 1.086
68 H 6.0479 -6.3384 -0.8619  N56 1.017
69 H 5.1870 -8.0409 -2.1731  C57 1.094
70 H 6.8155 -8.5541 -1.6968  C57 1.094
71 H 6.8535 -9.1223 -3.8208  C58 1.100
72 H 7.7353 -7.6123 -3.8588  C58 1.097
73 H 6.6421 -6.8955 -6.3199  C60 1.089
74 H 5.3108 -8.0448 -6.5573  C60 1.091
75 H 6.8489 -8.6861 -6.1031  C60 1.090
76 C 2.0458 10.8719 0.1593  O77 1.416, H85 1.090, H86 1.095, H87 1.091
77 O 2.9624 10.1276 0.9412  C76 1.416, C78 1.418
78 C 2.4422 8.9944 1.6175  O77 1.418, C79 1.550, H88 1.098, H89 1.088
79 C 2.0494 7.9130 0.5792  C78 1.550, N80 1.489, H90 1.095, H91 1.087
80 N 1.5550 6.7079 1.2998  C79 1.489, C81 1.469, H92 1.020
81 C 1.1063 5.6769 0.3550  N80 1.469, C82 1.501, H93 1.102, H94 1.092
82 C 1.3148 4.3394 1.0037  C81 1.501, O83 1.434, H95 1.100, H96 1.094
83 O 2.6915 3.9499 0.9041  C82 1.434, C84 1.420
84 C 2.9338 2.6183 1.3326  O83 1.420, H97 1.090, H98 1.093, H99 1.096
85 H 2.3854 11.9071 0.1825  C76 1.090
86 H 1.0523 10.8599 0.6200  C76 1.095
87 H 2.0293 10.4880 -0.8623  C76 1.091
88 H 1.5294 9.2159 2.1853  C78 1.098
89 H 3.2139 8.7249 2.3363  C78 1.088
90 H 2.9801 7.6534 0.0643  C79 1.095
91 H 1.3590 8.4215 -0.0887  C79 1.087
92 H 2.4705 6.3513 1.5742  N80 1.020
93 H 1.6795 5.6022 -0.5828  C81 1.102
94 H 0.0736 5.7899 0.0195  C81 1.092
95 H 0.7994 3.5596 0.4234  C82 1.100
96 H 0.9954 4.3114 2.0499  C82 1.094
97 H 2.2398 2.1849 2.0530  C84 1.090
98 H 3.9432 2.6848 1.7465  C84 1.093
99 H 3.0116 1.9825 0.4433  C84 1.096
100 C 2.9497 1.3084 -2.7579  O101 1.412, H109 1.094, H110 1.099, H111 1.084
101 O 3.2167 -0.0723 -2.8827  C100 1.412, C102 1.417
102 C 2.6668 -0.9027 -1.8748  O101 1.417, C103 1.525, H112 1.087, H113 1.094
103 C 3.5714 -0.8788 -0.6478  C102 1.525, N104 1.475, H114 1.094, H115 1.103
104 N 3.0197 -1.5683 0.5334  C103 1.475, C105 1.502, H116 1.016
105 C 3.9020 -1.1996 1.6912  N104 1.502, C106 1.529, H117 1.089, H118 1.098
106 C 3.3364 -1.8073 2.9754  C105 1.529, O107 1.436, H119 1.088, H120 1.093
107 O 3.4966 -0.9043 4.0809  C106 1.436, C108 1.435
108 C 2.5351 0.1612 4.0835  O107 1.435, H121 1.090, H122 1.092, H123 1.090
109 H 3.0159 1.6273 -1.7135  C100 1.094
110 H 1.8964 1.4732 -3.0257  C100 1.099
111 H 3.5452 1.9213 -3.4255  C100 1.084
112 H 2.6318 -1.8776 -2.3545  C102 1.087
113 H 1.6980 -0.5291 -1.5316  C102 1.094
114 H 3.8453 0.1346 -0.3407  C103 1.094
115 H 4.5603 -1.2873 -0.9142  C103 1.103
116 H 3.2660 -2.5341 0.3374  N104 1.016
117 H 4.0803 -0.1249 1.6957  C105 1.089
118 H 4.8791 -1.5917 1.3778  C105 1.098
119 H 3.9094 -2.6881 3.2589  C106 1.088
120 H 2.2614 -2.0018 2.9951  C106 1.093
121 H 2.5210 0.5831 5.0887  C108 1.090
122 H 1.5752 -0.3348 3.9234  C108 1.092
123 H 2.9027 0.9440 3.4193  C108 1.090
124 C -5.0997 -4.4462 5.5283  O125 1.397, H133 1.089, H134 1.100, H135 1.098
125 O -3.9555 -3.6728 5.7414  C124 1.397, C126 1.404
126 C -3.4034 -3.2046 4.5383  O125 1.404, C127 1.521, H136 1.097, H137 1.098
127 C -2.2041 -2.3033 4.7913  C126 1.521, N128 1.459, H138 1.095, H139 1.098
128 N -2.5645 -1.0326 5.4122  C127 1.459, C129 1.483, H140 1.019
129 C -1.3849 -0.2170 5.7890  N128 1.483, C130 1.527, H141 1.094, H142 1.093
130 C -1.5286 1.2296 5.3221  C129 1.527, O131 1.422, H143 1.101, H144 1.094
131 O -1.1235 1.4378 3.9752  C130 1.422, C132 1.419
132 C -1.4822 2.7295 3.5086  O131 1.419, H145 1.099, H146 1.090, H147 1.093
133 H -5.6086 -4.7867 6.4293  C124 1.089
134 H -4.7974 -5.3571 4.9900  C124 1.100
135 H -5.8638 -3.9112 4.9489  C124 1.098
136 H -4.1811 -2.6342 4.0153  C126 1.097
137 H -3.1306 -4.0591 3.9055  C126 1.098
138 H -1.7716 -2.1125 3.8032  C127 1.095
139 H -1.4181 -2.8330 5.3447  C127 1.098
140 H -2.8948 -1.3033 6.3379  N128 1.019
141 H -0.4844 -0.6928 5.3890  C129 1.094
142 H -1.2032 -0.1631 6.8650  C129 1.093
143 H -0.8975 1.8083 6.0135  C130 1.101
144 H -2.5342 1.6418 5.4429  C130 1.094
145 H -0.6595 3.3978 3.8003  C132 1.099
146 H -2.4555 3.1219 3.8015  C132 1.090
147 H -1.3713 2.6802 2.4224  C132 1.093
148 C -0.8690 4.0425 -2.8636  O149 1.429, H157 1.090, H158 1.092, H159 1.091
149 O -1.2799 5.0142 -3.8274  C148 1.429, C150 1.412
150 C -2.6817 5.1737 -3.8895  O149 1.412, C151 1.498, H160 1.099, H161 1.103
151 C -3.1588 6.4399 -4.5322  C150 1.498, N152 1.477, H162 1.094, H163 1.089
152 N -3.4862 6.4255 -5.9726  C151 1.477, C153 1.467, H164 1.007
153 C -2.5774 5.5969 -6.7719  N152 1.467, C154 1.540, H165 1.094, H166 1.094
154 C -1.1779 6.1970 -7.0040  C153 1.540, O155 1.404, H167 1.098, H168 1.095
155 O -0.2439 5.2492 -7.4516  C154 1.404, C156 1.408
156 C 0.0785 5.3071 -8.8207  O155 1.408, H169 1.097, H170 1.097, H171 1.089
157 H 0.1545 4.3814 -2.7024  C148 1.090
158 H -0.8515 3.0644 -3.3496  C148 1.092
159 H -1.4568 4.0315 -1.9444  C148 1.091
160 H -3.0663 5.0940 -2.8635  C150 1.099
161 H -3.1721 4.3243 -4.3936  C150 1.103
162 H -2.3693 7.1970 -4.5113  C151 1.094
163 H -3.9591 6.8900 -3.9472  C151 1.089
164 H -4.4098 6.2033 -6.3079  N152 1.007
165 H -3.0534 5.5132 -7.7532  C153 1.094
166 H -2.4603 4.5876 -6.3665  C153 1.094
167 H -0.8502 6.5939 -6.0339  C154 1.098
168 H -1.1671 7.1277 -7.5807  C154 1.095
169 H -0.2958 6.1679 -9.3893  C156 1.097
170 H -0.4033 4.4916 -9.3743  C156 1.097
171 H 1.1649 5.2963 -8.8983  C156 1.089

Computed properties:
max |F|	2.7	eV/A
lowest unoccupied orbital energy	0.57	eV
total energy	-83831.965	eV
total charge	0
structure (SMILES)	COC[C@H](C)N.COC[C@H](C)N.COC[C@H](C)N.COCCNCCOC.COCCNCCOC.COCCNCCOC.COCCNCCOC.COCCNCCOC
energy relative to the best compared isomer or geometry (same formula, charge and spin)	98.02	kcal per mole
Kohn-Sham gap	9.2	eV

Atomic partial charges in e from the Löwdin method, atoms 1 to 6: -0.1237, -0.1724, -0.1953, -0.3842, -0.0589, 0.0599